<A>
{
  "formula": "C21H27NO4P2PbS",
  "method": "ωB97M-V/def2-TZVPD",
  "lumo_ha": -0.267,
  "total_charge": 2,
  "orbital_gap_ev": 6.3,
  "elements": ["C", "C", "C", "C", "C", "C", "C", "C", "C", "C", "C", "C", "C", "H", "H", "H", "H", "H", "H", "H", "N", "Pb", "C", "H", "H", "C", "H", "H", "P", "P", "C", "H", "H", "H", "C", "H", "H", "H", "C", "H", "H", "H", "C", "H", "H", "H", "C", "O", "H", "C", "S", "O", "O", "O", "H", "H", "H"],
  "positions_angstrom": [[-2.55466, 2.48845, -2.42390], [-2.02440, 1.20106, -2.34514], [-0.56690, 0.98031, -2.30989], [0.30781, 2.08566, -2.45040], [-0.24732, 3.38742, -2.23855], [-1.66152, 3.58698, -2.30654], [1.68473, 1.66633, -2.77237], [2.10397, 0.61160, -1.83222], [1.13604, -0.39940, -1.53406], [1.47906, -1.69858, -0.94497], [2.75655, -1.89790, -0.50024], [3.74976, -0.88873, -0.76641], [3.41969, 0.36596, -1.39294], [-3.65563, 2.64139, -2.53512], [0.35444, 4.24816, -1.88960], [-2.12712, 4.59386, -2.24528], [2.38989, 2.47031, -2.95214], [2.98238, -2.77000, 0.16283], [4.79570, -1.13305, -0.54672], [4.23922, 1.08899, -1.59608], [-0.09044, -0.25068, -2.13002], [1.54654, 3.25774, 1.04612], [-2.86104, -0.05864, -2.14869], [-2.51192, -0.85753, -2.81857], [-3.88986, 0.15817, -2.42914], [0.34454, -2.71650, -0.83956], [-0.08247, -2.82975, -1.84458], [0.73284, -3.69900, -0.53638], [-2.83419, -0.83965, -0.48793], [-1.05945, -2.29998, 0.25727], [-0.47473, -1.53980, 1.80163], [-1.30113, -1.35190, 2.48768], [0.24241, -2.19280, 2.31106], [0.03884, -0.59797, 1.61198], [-1.88791, -3.86028, 0.71484], [-1.16840, -4.67920, 0.83990], [-2.41569, -3.73909, 1.66539], [-2.61708, -4.16993, -0.04650], [-2.87274, 0.44245, 0.81672], [-3.83535, 0.96858, 0.82544], [-2.75379, -0.04462, 1.79146], [-2.06575, 1.17718, 0.68980], [-4.41061, -1.76080, -0.27789], [-4.60375, -1.93379, 0.79104], [-5.24958, -1.18699, -0.70131], [-4.34572, -2.74006, -0.79090], [-0.50016, 1.80882, 2.78435], [-1.24369, 1.49972, 3.57534], [2.98980, 3.77636, 0.23285], [4.08132, 0.91447, 4.15669], [3.60554, 0.96233, 2.43252], [4.56872, 0.08842, 1.76790], [2.18695, 0.57999, 2.39577], [3.69408, 2.39715, 2.00397], [5.11855, 1.26541, 4.26889], [3.94180, -0.12786, 4.46524], [3.42183, 1.55121, 4.73737]]
}



<B>
{
  "formula": "C21H27NO4P2PbS",
  "method": "ωB97M-V/def2-TZVPD",
  "lumo_ha": [-0.295, -0.289],
  "total_charge": 2,
  "orbital_gap_ev": [5.4, 5.7],
  "elements": ["C", "C", "C", "C", "C", "C", "C", "C", "C", "C", "C", "C", "C", "H", "H", "H", "H", "H", "H", "H", "N", "Pb", "C", "H", "H", "C", "H", "H", "P", "P", "C", "H", "H", "H", "C", "H", "H", "H", "C", "H", "H", "H", "C", "H", "H", "H", "C", "O", "H", "C", "S", "O", "O", "O", "H", "H", "H"],
  "positions_angstrom": [[2.41413, -0.25037, -4.31079], [1.81858, 0.27175, -3.17675], [0.39824, 0.37329, -3.15907], [-0.39932, -0.18342, -4.17086], [0.23309, -0.68133, -5.30890], [1.62644, -0.71255, -5.36812], [-1.88966, -0.12746, -3.96665], [-2.33733, 1.09868, -3.21821], [-1.45407, 1.59774, -2.24468], [-1.81170, 2.67012, -1.37585], [-3.01127, 3.31648, -1.61665], [-3.85157, 2.88562, -2.64824], [-3.52693, 1.78967, -3.44822], [3.50441, -0.29223, -4.35253], [-0.39681, -1.00744, -6.13621], [2.11223, -1.11034, -6.25108], [-2.39719, -0.19188, -4.92447], [-3.27129, 4.17187, -0.98864], [-4.78174, 3.41261, -2.82241], [-4.15870, 1.45840, -4.27325], [-0.20057, 1.04242, -2.11623], [-0.02310, -0.10175, -0.04529], [2.66613, 0.82055, -2.03478], [2.36834, 1.85162, -1.77789], [3.73708, 0.79495, -2.27976], [-0.81708, 3.22307, -0.35606], [0.16732, 3.39446, -0.83810], [-1.19947, 4.13904, 0.12520], [2.55259, -0.17806, -0.52177], [-0.45477, 2.17944, 1.09001], [-1.87347, 2.03050, 2.18395], [-1.60285, 1.37018, 3.03361], [-2.05709, 3.06890, 2.51329], [-2.73174, 1.60575, 1.62517], [0.99291, 2.81740, 1.96023], [0.61363, 3.73628, 2.44571], [1.33304, 2.07210, 2.70864], [1.80499, 3.03121, 1.23422], [2.97649, -1.87697, -0.94782], [3.95365, -1.81308, -1.45128], [3.04062, -2.46962, -0.01832], [2.21322, -2.31361, -1.61506], [3.66756, 0.43143, 0.75275], [3.44408, -0.09348, 1.70069], [4.67151, 0.16726, 0.37970], [3.53991, 1.52287, 0.87268], [0.15903, -1.03135, 1.91406], [0.17430, -1.62036, 2.91037], [-2.16795, -1.00678, -3.35416], [-2.21859, -2.99154, 0.86827], [-2.37707, -2.15776, -0.68251], [-2.93418, -3.00205, -1.71711], [-2.90583, -0.83381, -0.34479], [-0.89231, -1.92277, -1.06777], [-2.99105, -3.73965, 0.81782], [-2.42656, -2.39041, 1.74494], [-1.27935, -3.50934, 1.01567]]
}



Which one is the least stable? From the structures above, <A>.